103
Properties=species:S:1:pos:R:3:forces:R:3:mulliken_charge:R:1 method="wB97M-V/def2-TZVPD" largest_force_ev_per_a=2.8 charge=+1 lumo_energy_ha=-0.188 e_homo_ha=-0.3926
C 5.87247 -0.21048 3.48516 -0.2 0.2 -1.4 -1.005
C 4.88646 0.20279 2.30375 1.8 -0.1 1.0 -0.177
O 3.48046 0.07410 2.68969 -0.8 -0.1 -2.1 -0.405
B 2.73449 0.17499 1.50580 1.3 1.1 0.4 0.387
O 3.01995 1.22328 0.58753 -1.4 -0.8 1.4 -0.536
C 1.57160 -0.85554 1.06615 -2.0 -1.5 -0.4 0.978
C 1.74853 -2.31345 0.92995 -2.4 1.3 -0.7 1.004
C 3.10962 -3.01226 1.20359 0.6 -1.3 -0.1 -0.078
O 3.89388 -2.70484 2.04359 -0.8 0.7 -0.4 -0.365
O 3.41502 -4.13483 0.39792 -1.6 0.9 0.8 -0.452
C 0.58269 -3.11125 0.49243 -0.2 1.6 0.1 -0.630
C -0.67912 -2.48151 0.19451 2.1 -0.1 0.8 -0.618
N -0.80196 -1.11503 0.35778 1.5 -0.4 0.3 0.197
C 0.22968 -0.28827 0.77730 1.4 -0.7 -0.5 -0.390
C -0.12751 1.22097 0.91291 -0.1 -0.8 0.6 -0.974
C -0.64465 1.46056 2.42176 -0.8 -0.9 -0.4 0.502
C -0.88260 0.14186 3.24565 -0.5 0.4 0.9 -1.291
Cl 0.52333 2.47339 3.38975 -0.6 -0.4 -0.8 -0.148
H 6.13516 -1.28769 3.34652 -0.4 0.8 0.6 0.200
H 6.81970 0.37074 3.28945 -1.0 -0.6 0.5 0.339
H 5.44853 0.03955 4.48733 0.4 -0.3 -0.9 0.282
H 5.17478 1.25875 2.03281 -0.8 -1.1 0.0 0.364
H 5.05790 -0.51093 1.45047 0.1 1.0 0.7 0.229
H 3.04955 2.03919 1.12769 0.6 -0.3 -0.5 0.349
H 2.92453 -4.88636 0.79101 0.4 0.2 -0.4 0.301
H 0.65365 -4.21584 0.38293 -0.1 1.1 0.0 0.357
H -1.56936 -3.03952 -0.16626 0.8 0.6 0.4 0.396
H -1.71350 -0.68628 0.15838 0.5 -0.2 0.1 0.307
H -0.92293 1.44568 0.14994 0.6 -0.1 0.9 0.143
H 0.72785 1.90580 0.70617 -0.6 -0.9 0.0 0.413
H -1.64474 1.96509 2.30973 1.2 0.0 0.5 0.232
H -1.65121 -0.54356 2.78313 0.9 0.7 0.3 0.282
H 0.06474 -0.40293 3.51618 -0.9 0.5 -0.6 0.260
H -1.33527 0.44923 4.23437 0.5 -0.3 -1.1 0.466
C -4.06892 8.41369 -0.85419 0.1 0.0 0.2 -0.755
O -4.12972 7.69952 0.36484 0.1 -0.2 -0.1 -0.270
C -5.14664 6.70798 0.35030 0.2 0.4 0.4 -0.419
C -4.92653 5.71006 1.47634 -0.2 -0.1 -0.2 -0.669
O -3.95367 4.71133 1.15762 0.2 0.3 0.3 -0.300
C -2.59672 5.14335 1.18825 -0.1 -0.2 0.1 -0.423
C -2.05880 5.32246 2.59737 0.0 0.6 -0.1 -0.603
O -2.44887 6.58100 3.12237 -0.2 -0.2 0.0 -0.293
C -2.26493 6.65330 4.52221 0.0 0.1 -0.2 -0.786
H -5.02181 8.91061 -1.06146 0.0 0.0 -0.1 0.327
H -3.28792 9.16882 -0.76621 -0.1 0.0 0.1 0.233
H -3.80800 7.74069 -1.67866 -0.1 0.0 -0.1 0.292
H -5.15152 6.18446 -0.61223 -0.1 0.0 0.0 0.282
H -6.10949 7.21330 0.49541 -0.1 -0.2 -0.1 0.436
H -5.86039 5.16212 1.62700 0.1 0.0 -0.1 0.398
H -4.68890 6.20533 2.41862 0.1 0.2 -0.1 0.370
H -2.45153 6.03798 0.57995 0.0 0.1 0.2 0.312
H -2.02849 4.33548 0.71433 0.0 0.0 0.0 0.281
H -0.96165 5.29444 2.57629 0.1 -0.2 0.0 0.460
H -2.43279 4.51520 3.24026 0.0 -0.1 0.0 0.335
H -2.89546 5.91548 5.03020 0.1 -0.1 0.1 0.326
H -2.56165 7.64795 4.85261 0.0 0.0 -0.1 0.260
H -1.21339 6.49267 4.78487 0.0 -0.1 0.1 0.301
C -6.25301 4.78090 -6.55245 0.1 0.0 0.2 -0.786
O -6.31974 4.07707 -5.32842 0.1 -0.2 -0.1 -0.202
C -7.33123 3.07761 -5.34341 0.2 0.4 0.4 -0.600
C -7.11532 2.09015 -4.20886 -0.1 -0.2 -0.3 -0.317
O -6.13610 1.09707 -4.51266 0.1 0.2 0.1 -0.472
C -4.78142 1.53220 -4.47353 -0.1 -0.3 0.0 -0.535
C -4.25741 1.72054 -3.05935 -0.1 0.6 -0.1 -0.482
O -4.65780 2.98172 -2.54460 0.0 -0.3 0.1 -0.259
C -4.48882 3.06337 -1.14453 -0.2 0.0 -0.5 0.105
H -7.20739 5.26980 -6.77237 0.0 0.0 -0.1 0.315
H -5.47763 5.54205 -6.46440 -0.1 0.0 0.1 0.231
H -5.98049 4.10276 -7.36871 -0.1 0.0 -0.1 0.321
H -7.32445 2.54525 -6.30083 -0.1 -0.1 0.0 0.354
H -8.29839 3.57863 -5.21081 -0.1 -0.2 -0.1 0.432
H -8.04708 1.53810 -4.06255 0.1 0.0 -0.1 0.391
H -6.88865 2.59409 -3.26799 0.1 0.2 -0.1 0.120
H -4.63322 2.42509 -5.08357 0.0 0.1 0.2 0.236
H -4.20773 0.72548 -4.93820 -0.1 0.0 0.0 0.389
H -3.15862 1.69685 -3.06861 0.1 -0.2 0.0 0.402
H -4.63517 0.91580 -2.41579 0.0 -0.1 0.0 0.324
H -5.12281 2.32497 -0.63951 0.1 -0.1 0.1 0.340
H -4.79070 4.05295 -0.82200 0.1 -0.1 -0.1 -0.363
H -3.43736 2.90802 -0.87034 0.0 0.0 0.1 -0.013
C 5.82649 -11.42486 -0.67173 0.0 0.2 0.1 -0.769
O 6.46516 -10.25433 -0.20464 -0.1 0.1 -0.2 -0.247
C 7.60964 -9.92575 -0.98279 -0.1 0.0 0.6 -0.567
C 8.02582 -8.48607 -0.73076 0.1 -0.1 -0.3 -0.413
O 7.25524 -7.54414 -1.47593 -0.1 -0.1 0.2 -0.473
C 5.93515 -7.30963 -0.99856 0.2 0.2 -0.1 -0.489
C 5.89847 -6.45452 0.25740 -0.1 -0.6 0.3 0.132
O 6.15272 -7.25136 1.40706 0.2 0.1 0.0 -0.258
C 6.45959 -6.46552 2.53992 -0.1 -0.2 -0.1 -0.687
H 6.51062 -12.27893 -0.64331 0.0 -0.1 -0.1 0.315
H 4.97662 -11.63065 -0.02063 0.1 0.0 0.0 0.231
H 5.45291 -11.27554 -1.69107 0.1 -0.1 -0.1 0.321
H 7.39669 -10.06598 -2.04827 0.1 0.0 0.0 0.348
H 8.42291 -10.59772 -0.68117 0.1 0.0 -0.2 0.438
H 9.05080 -8.36551 -1.09012 -0.1 0.0 -0.1 0.389
H 8.02693 -8.24257 0.33275 -0.2 -0.2 0.0 0.190
H 5.38792 -8.24565 -0.86892 0.0 0.0 0.2 0.239
H 5.43658 -6.75241 -1.79672 0.1 0.0 0.0 0.350
H 4.90203 -6.01290 0.37247 0.1 0.2 -0.1 -0.164
H 6.64488 -5.65520 0.18264 -0.1 0.1 -0.1 0.393
H 7.37731 -5.89203 2.37145 -0.1 0.1 0.0 0.341
H 6.62015 -7.13502 3.38450 0.0 0.0 -0.1 0.236
H 5.63196 -5.78686 2.77884 0.1 0.1 0.0 0.206